# 1
The following is a DFT calculation (the ωB97M-V functional and the def2-TZVPD basis) of C3H6O3Tl as an isolated structure.

Calculated values
- Net charge: +3
- ΔE to the lowest compared entry with this formula, charge and spin: 0.0 kcal per mole
- Gap between HOMO and LUMO (spin up / spin down): 6.60 / 6.98 eV
- E_HOMO (spin up / spin down): -24.523 / -25.128 eV

Element x y z (Å)
C 0.74123 1.41748 0.12374
C -0.41103 0.77234 -0.10575
O -0.33391 -0.48841 -0.75158
C -1.21068 -0.83060 -1.68533
O -0.72242 -2.00863 -2.06267
Tl 1.01834 -2.09770 -0.91582
H 0.68386 2.32422 0.72544
H 1.63748 1.27445 -0.48097
H -1.40727 1.20575 -0.16453
H -1.29565 -2.50971 -2.66294
H -0.38983 0.49383 2.50283
O 0.48751 -0.03955 2.55297
H 1.20239 0.48654 2.92460

# 2
The following is a DFT calculation (the ωB97M-V functional and the def2-TZVPD basis) of C3H6O3V as an isolated structure.

Calculated values
- Spin multiplicity: 4
- Expectation value of S²: 3.758
- Net charge: 0
- ΔE to the lowest compared entry with this formula, charge and spin: 0.0 kcal per mole
- Gap between HOMO and LUMO (spin up / spin down): 7.87 / 8.31 eV
- E_HOMO (spin up / spin down): -7.389 / -8.154 eV

Element x y z (Å)
C -0.15854 -1.66560 -0.53906
O 0.01205 -0.33559 -0.07669
C -1.08994 0.53054 -0.11218
C -0.76195 1.82198 -0.36960
O 0.48933 2.23192 -0.38209
H 0.82173 -1.98199 -0.91112
H -0.45930 -2.31909 0.29046
H -0.93403 -1.67330 -1.31770
H 1.76707 -0.19476 2.48287
H -1.54261 2.49968 -0.73987
V 1.61934 0.78466 0.18918
O 2.30303 0.22905 1.74640
H -2.06619 0.07249 -0.26059

# 3
The following is a DFT calculation (the ωB97M-V functional and the def2-TZVPD basis) of C3H6O4 as an isolated structure.

Calculated values
- Net charge: 0
- ΔE to the lowest compared entry with this formula, charge and spin: 57.7 kcal per mole
- Gap between HOMO and LUMO: 10.12 eV
- E_HOMO: -9.722 eV

Element x y z (Å)
C -0.64761 0.65052 0.07105
C 0.61497 0.10225 -0.41888
C 1.60367 -0.16182 0.44326
O -0.87935 0.83319 1.32027
O -1.40724 1.34417 -0.80400
O -1.78647 -1.05633 0.38365
O 2.78341 -0.73392 0.15915
H -1.54334 -0.26770 1.31044
H -1.13735 1.15795 -1.71248
H -2.65530 -0.86210 0.00795
H 2.83767 -0.96705 -0.77769
H 0.71754 -0.10616 -1.47851
H 1.49941 0.06700 1.49579

# 4
The following is a DFT calculation (the ωB97M-V functional and the def2-TZVPD basis) of a 2-piece molecular cluster, C3H6O4 overall.

Calculated values
- SMILES: O=C(O)O.C=CO
- Net charge: 0
- ΔE to the lowest compared entry with this formula, charge and spin: 12.0 kcal per mole
- Gap between HOMO and LUMO: 8.64 eV
- E_HOMO: -8.450 eV

Element x y z (Å)
O -0.94607 0.75199 -0.41039
C -1.95303 0.54170 0.19593
O -3.17589 0.55569 -0.35522
O -1.99896 0.26672 1.48401
H -3.13744 0.76002 -1.30031
H -2.90940 0.12830 1.78521
C 1.97388 -1.13887 -0.71650
C 2.45399 -0.23816 0.12508
O 1.79791 0.84198 0.59094
H 0.97339 -1.05863 -1.10678
H 2.56624 -1.97339 -1.03948
H 3.45677 -0.29487 0.52769
H 0.89861 0.85751 0.21981

# 5
The following is a DFT calculation (the ωB97M-V functional and the def2-TZVPD basis) of one molecule with the formula C3H6O4.

Calculated values
- SMILES: CO[C@@]1(O)O[C@@H]1O
- Net charge: 0
- ΔE to the lowest compared entry with this formula, charge and spin: 86.0 kcal per mole
- Gap between HOMO and LUMO: 8.68 eV
- E_HOMO: -8.071 eV

Element x y z (Å)
C 1.96482 0.18489 0.28817
O 1.02965 -0.49580 -0.61982
C -0.24130 -0.39545 -0.08741
O -0.96325 -1.55888 -0.04188
O -0.55256 0.53949 0.85685
C -1.29944 0.97037 -0.33722
O -2.63867 0.71452 -0.39633
H 1.64814 1.04631 0.84378
H 2.88280 0.50625 -0.18082
H 2.19549 -0.72479 0.87462
H -0.45730 -2.37457 -0.37648
H -0.87685 1.83043 -0.79322
H -2.69153 -0.24275 -0.03022

# 6
The following is a DFT calculation (the ωB97M-V functional and the def2-TZVPD basis) of C3H6O4Yb as an isolated structure.

Calculated values
- Net charge: 0
- Gap between HOMO and LUMO: 5.30 eV
- E_HOMO: -6.996 eV

Element x y z (Å)
O -0.78718 0.86195 -1.41715
C -1.61047 0.96727 -0.24276
C -1.50445 -0.30399 0.58623
O -0.91628 -0.02316 1.83610
C 0.26352 -0.65564 2.20661
O 0.20781 -1.19470 3.31720
O 1.22905 -0.64079 1.40643
H -1.21277 1.26145 -2.18511
H -2.64615 1.14894 -0.55405
H -1.26206 1.84015 0.32195
H -0.94929 -1.08345 0.04541
H -2.50936 -0.70277 0.78353
Yb 1.37082 0.23270 -1.74028
H 2.43868 0.12698 0.05825

Computed maximum force, in the same sequence as the records: 7.6 2.9 2.6 0.6 5.6 3.0 eV/Å.